# 1
{"formula": "C6H9N", "method": "ωB97M-V/def2-TZVPD", "lumo_ev": 1.00, "smiles": "Cc1c[nH]c(C)c1", "relative_energy_kcal_mol": 46.1, "homo_lumo_gap_ha": 0.3196, "total_energy_ha": -288.70852, "species": ["C", "C", "C", "N", "C", "C", "C", "H", "H", "H", "H", "H", "H", "H", "H", "H"], "coordinates": [[0.7236, -0.0292, 2.1930], [-0.1754, -0.2240, 1.0158], [-0.4915, -1.3968, 0.3573], [-0.9226, -1.0952, -0.8985], [-0.9138, 0.2932, -1.0837], [0.1791, 0.8669, -2.0218], [-0.5695, 0.8089, 0.1497], [0.9273, -0.9660, 2.7185], [0.2877, 0.6972, 2.8808], [1.6974, 0.3735, 1.8703], [-0.4297, -2.4233, 0.6944], [-1.4453, -1.7412, -1.4725], [-0.0342, 1.8378, -2.4689], [1.0882, 0.9943, -1.4136], [0.4445, 0.1346, -2.7767], [-0.3658, 1.8694, 0.2559]], "forces_ev_per_angstrom": [[-0.06, 0.00, 0.30], [-0.11, 0.02, 0.07], [-0.07, -0.08, 0.03], [0.09, -0.05, 0.01], [0.84, 0.31, 0.27], [-0.18, -0.05, -0.64], [-0.14, 0.05, 0.54], [-0.13, 0.13, 0.04], [0.10, -0.11, 0.18], [-0.31, -0.12, 0.05], [-0.11, 0.12, 0.04], [0.41, 0.10, -0.11], [-0.21, -0.15, -0.11], [-0.13, -0.07, -0.42], [-0.21, 0.10, -0.40], [0.22, -0.19, 0.17]]}



# 2
{"formula": "C4H9N3", "method": "ωB97M-V/def2-TZVPD", "lumo_ev": 0.27, "smiles": "NC/C=N\\N1CC1", "relative_energy_kcal_mol": 181.7, "homo_lumo_gap_ha": 0.3224, "total_energy_ha": -321.80078, "species": ["N", "C", "C", "N", "N", "C", "C", "H", "H", "H", "H", "H", "H", "H", "H", "H"], "coordinates": [[2.8548, -0.3163, -0.2255], [1.5139, 0.4368, -0.0923], [0.8117, -0.5062, 0.4920], [-0.3286, -1.1720, 0.0969], [-1.3299, -0.3848, -0.5954], [-1.8076, 0.6961, 0.1760], [-2.5581, -0.4321, -0.1353], [3.9195, 0.3195, -0.4216], [2.5060, -1.1925, -0.8165], [1.1817, 0.7961, -1.1090], [1.6584, 1.5574, 0.6134], [1.2343, -1.0543, 1.4382], [-1.9337, 1.6216, -0.4879], [-1.5923, 1.0880, 1.1583], [-3.3124, -0.6216, -0.8900], [-2.8178, -0.8358, 0.7986]], "forces_ev_per_angstrom": [[1.63, 0.96, -1.06], [5.97, 8.64, -2.73], [-8.01, -9.08, 3.84], [2.10, 2.46, 2.34], [8.03, -0.88, -0.84], [0.12, 7.36, -2.81], [-6.68, -2.92, 0.61], [-4.83, -2.78, 0.00], [2.28, 2.54, 1.03], [-0.11, -0.38, 1.22], [-0.26, -3.41, -1.88], [-0.32, 0.91, -2.28], [0.11, -1.11, 0.92], [0.53, -1.20, 0.47], [-0.47, 0.69, 0.08], [-0.08, -1.79, 1.08]]}



# 3
{"formula": "C4H3NOS2", "method": "ωB97M-V/def2-TZVPD", "lumo_ev": -1.79, "relative_energy_kcal_mol": 160.0, "homo_lumo_gap_ha": 0.2745, "total_energy_ha": -1080.33433, "species": ["C", "C", "C", "C", "H", "H", "H", "N", "O", "S", "S"], "coordinates": [[1.5454, 0.1535, 1.1197], [-0.1327, 0.1956, -0.5114], [-1.5250, 0.5823, -0.6670], [-0.1028, -1.2126, -0.2735], [1.7490, -1.3312, 0.8264], [0.3724, 0.8007, -1.4542], [-2.6027, -0.1413, 0.0772], [-0.1181, -2.3847, 0.0321], [0.3755, 0.7630, 0.6278], [2.5013, 1.1176, 2.2017], [-2.0624, 1.4571, -1.9788]], "forces_ev_per_angstrom": [[1.55, 0.08, 2.21], [1.12, 2.15, -2.44], [-6.73, -0.56, -1.11], [-0.09, -8.45, 0.41], [-0.65, 4.96, 0.79], [-0.65, -2.50, 1.84], [3.77, 2.39, -1.91], [-0.09, 6.34, -1.81], [3.06, -0.43, 2.46], [-2.20, -2.75, -2.81], [0.90, -1.23, 2.37]]}



Please write out number 2 again, unchanged.
{"formula": "C4H9N3", "method": "ωB97M-V/def2-TZVPD", "lumo_ev": 0.27, "smiles": "NC/C=N\\N1CC1", "relative_energy_kcal_mol": 181.7, "homo_lumo_gap_ha": 0.3224, "total_energy_ha": -321.80078, "species": ["N", "C", "C", "N", "N", "C", "C", "H", "H", "H", "H", "H", "H", "H", "H", "H"], "coordinates": [[2.8548, -0.3163, -0.2255], [1.5139, 0.4368, -0.0923], [0.8117, -0.5062, 0.4920], [-0.3286, -1.1720, 0.0969], [-1.3299, -0.3848, -0.5954], [-1.8076, 0.6961, 0.1760], [-2.5581, -0.4321, -0.1353], [3.9195, 0.3195, -0.4216], [2.5060, -1.1925, -0.8165], [1.1817, 0.7961, -1.1090], [1.6584, 1.5574, 0.6134], [1.2343, -1.0543, 1.4382], [-1.9337, 1.6216, -0.4879], [-1.5923, 1.0880, 1.1583], [-3.3124, -0.6216, -0.8900], [-2.8178, -0.8358, 0.7986]], "forces_ev_per_angstrom": [[1.63, 0.96, -1.06], [5.97, 8.64, -2.73], [-8.01, -9.08, 3.84], [2.10, 2.46, 2.34], [8.03, -0.88, -0.84], [0.12, 7.36, -2.81], [-6.68, -2.92, 0.61], [-4.83, -2.78, 0.00], [2.28, 2.54, 1.03], [-0.11, -0.38, 1.22], [-0.26, -3.41, -1.88], [-0.32, 0.91, -2.28], [0.11, -1.11, 0.92], [0.53, -1.20, 0.47], [-0.47, 0.69, 0.08], [-0.08, -1.79, 1.08]]}